[1]
2 unconnected molecules or ions with the total composition C4H12 at a distorted geometry, computed with wB97M-V/def2-TZVPD.

```
16
Properties=species:S:1:pos:R:3
C -0.7951 1.2751 -0.3981
C -2.3595 1.1255 -0.3641
H -0.5437 2.3430 -0.3824
H -0.4576 0.9444 0.5906
H -0.4237 0.8228 -1.3100
H -2.7078 1.9497 0.2250
H -2.8672 1.0265 -1.3205
H -2.5767 0.2241 0.2184
C 1.3877 -1.4512 1.0218
C 1.7697 -0.8281 -0.3145
H 2.0291 -2.2988 1.2014
H 1.5088 -0.7627 1.8621
H 0.4796 -2.0445 1.0657
H 1.0357 -0.1055 -0.7118
H 2.8538 -0.5545 -0.3585
H 1.6668 -1.6657 -1.0251
```

Results
* 2S+1: 1
* HOMO level: -11.19 eV
* SMILES: CC.CC

---

[2]
2 unconnected molecules or ions with the total composition C4H12 at a distorted geometry, computed with wB97M-V/def2-TZVPD.

```
16
Properties=species:S:1:pos:R:3
C 1.5482 -1.4400 0.6479
C 0.9255 -2.0801 1.8529
H 2.1376 -2.0507 -0.0834
H 0.7160 -1.0895 0.0133
H 2.0905 -0.4487 0.7288
H 1.4134 -1.6163 2.7547
H 1.0704 -3.1186 1.8224
H -0.1241 -1.8039 1.7244
C -0.8366 2.3453 -0.9393
C -1.5632 1.1429 -1.3988
H -1.5715 3.1027 -0.5599
H -0.2047 2.0549 -0.0704
H -0.1784 2.6759 -1.7027
H -2.3904 1.3586 -2.0705
H -1.0798 0.5746 -2.1057
H -1.9528 0.3929 -0.6135
```

Results
* 2S+1: 1
* HOMO level: -11.33 eV
* SMILES: CC.CC

---

[3]
2 unconnected molecules or ions with the total composition C4H12 at a distorted geometry, computed with wB97M-V/def2-TZVPD.

```
16
Properties=species:S:1:pos:R:3
C 0.4197 -0.3308 2.0249
C -0.4007 -1.4837 1.5263
H 1.2597 -0.0939 1.3786
H -0.1968 0.5727 2.1410
H 0.8197 -0.3736 3.0408
H 0.2384 -2.1489 0.9004
H -1.1562 -1.3399 0.7557
H -0.6974 -2.2275 2.2648
C 0.1413 1.5295 -1.3162
C -0.1912 0.3243 -2.1974
H 0.1734 1.2317 -0.2642
H 1.0947 1.9948 -1.5564
H -0.6488 2.2776 -1.3188
H -0.7396 0.6118 -3.1016
H -0.7918 -0.3838 -1.6361
H 0.6757 -0.1602 -2.6419
```

Results
* 2S+1: 1
* HOMO level: -11.36 eV
* SMILES: CC.CC

---

[4]
2 unconnected molecules or ions with the total composition C4H12 at a distorted geometry, computed with wB97M-V/def2-TZVPD.

```
16
Properties=species:S:1:pos:R:3
C -1.7936 0.0425 1.2789
C -1.8492 0.3499 -0.2255
H -0.8613 0.2727 1.7896
H -2.5852 0.5728 1.8124
H -1.9851 -1.0078 1.4899
H -1.9027 -0.5557 -0.8254
H -1.0136 0.9534 -0.5624
H -2.7624 0.9175 -0.4045
C 1.7846 -0.7888 -1.0353
C 1.8956 0.4126 -0.0755
H 0.9391 -0.6590 -1.7117
H 2.6970 -0.9713 -1.5956
H 1.5255 -1.6808 -0.4517
H 2.1932 0.1331 0.9374
H 0.9695 0.9747 -0.0601
H 2.7487 1.0341 -0.3605
```

Results
* 2S+1: 1
* HOMO level: -11.63 eV
* SMILES: CC.CC

---

[5]
2 unconnected molecules or ions with the total composition C4H12 at a distorted geometry, computed with wB97M-V/def2-TZVPD.

```
16
Properties=species:S:1:pos:R:3
C -0.7779 2.3886 1.4370
C -0.0939 1.4132 0.5072
H -1.2663 1.9077 2.2765
H -0.2061 3.2592 1.7660
H -1.6029 2.9380 0.9512
H -0.7956 0.5931 0.3793
H 0.7720 0.9794 1.0012
H 0.1305 1.7500 -0.4999
C 0.2124 -1.6641 -1.6342
C 0.7663 -2.1463 -0.2928
H -0.3133 -0.7171 -1.5985
H 1.0139 -1.5766 -2.3641
H -0.5074 -2.3396 -2.0905
H 0.4472 -3.1648 -0.0740
H 0.3688 -1.5417 0.5192
H 1.8523 -2.0791 -0.2836
```

Results
* 2S+1: 1
* HOMO level: -11.57 eV
* SMILES: CC.CC

---

[6]
2 unconnected molecules or ions with the total composition C4H12, computed with wB97M-V/def2-TZVPD.

```
16
Properties=species:S:1:pos:R:3
C 1.0692 0.8013 1.3353
C 0.0409 1.7691 1.9130
H 1.0915 0.7415 0.2532
H 2.0824 1.0843 1.6330
H 0.8768 -0.1905 1.7486
H 0.1908 2.7750 1.5111
H -0.9629 1.4972 1.5821
H 0.1173 1.8172 2.9957
C -0.6800 -0.6083 -1.3033
C -0.4170 -1.9690 -1.9379
H -0.7750 -0.6472 -0.2217
H 0.0927 0.0863 -1.6280
H -1.6227 -0.1708 -1.6449
H -0.7404 -2.0089 -2.9781
H -0.9370 -2.7797 -1.4264
H 0.6465 -2.2037 -1.9384
```

Results
* 2S+1: 1
* HOMO level: -11.62 eV
* SMILES: CC.CC

---

[7]
2 unconnected molecules or ions with the total composition C4H12 at a distorted geometry, computed with wB97M-V/def2-TZVPD.

```
16
Properties=species:S:1:pos:R:3
C -0.2431 0.6225 1.8041
C 0.1162 -0.3174 3.0028
H -1.1125 0.3603 1.3454
H -0.3801 1.5607 2.2146
H 0.6274 0.6983 1.0769
H 0.7499 0.1922 3.7517
H 0.7567 -1.2196 2.6191
H -0.8086 -0.6934 3.4595
C -0.4176 -0.7680 -2.0898
C 0.4178 0.4463 -2.7977
H 0.0471 -0.6280 -0.9307
H -1.4862 -0.7048 -2.1736
H -0.1759 -1.7877 -2.3748
H 1.0355 0.9331 -2.0407
H 1.0456 0.0240 -3.6276
H -0.1725 1.2817 -3.2393
```

Results
* 2S+1: 1
* HOMO level: -11.20 eV
* SMILES: CC.CC

---

[8]
2 unconnected molecules or ions with the total composition C4H12 at a distorted geometry, computed with wB97M-V/def2-TZVPD.

```
16
Properties=species:S:1:pos:R:3
C 0.2920 2.7972 -0.4507
C 1.0252 1.5264 -0.0989
H 0.8526 3.6885 -0.1911
H 0.3066 2.9755 -1.5412
H -0.7552 2.7931 -0.1729
H 0.8735 0.6604 -0.7548
H 0.7155 1.0215 0.8264
H 2.1076 1.6266 -0.0165
C -1.1171 -2.3646 -0.3079
C -0.2316 -1.9311 0.8628
H -1.8113 -1.5475 -0.4840
H -0.4748 -2.6834 -1.1316
H -1.6964 -3.2804 -0.1622
H 0.6739 -1.4223 0.5392
H -0.7158 -1.1570 1.4731
H -0.0447 -2.7029 1.6101
```

Results
* 2S+1: 1
* HOMO level: -11.29 eV
* SMILES: CC.CC

---

[9]
2 unconnected molecules or ions with the total composition C4H12 at a distorted geometry, computed with wB97M-V/def2-TZVPD.

```
16
Properties=species:S:1:pos:R:3
C 0.9459 -1.0526 -1.7243
C -0.4819 -0.7810 -1.8895
H 1.1769 -2.0161 -2.1737
H 1.5386 -0.1472 -2.0174
H 1.3640 -1.0594 -0.6554
H -0.8696 -0.8984 -2.9203
H -1.1615 -1.5112 -1.3804
H -0.6755 0.2079 -1.5039
C -0.8921 0.8800 2.1702
C 0.4033 0.8844 1.4363
H -0.9826 0.3567 3.1209
H -1.0653 1.9363 2.4621
H -1.7031 0.5029 1.5478
H 1.2142 1.3008 2.0366
H 0.5151 1.4962 0.5319
H 0.6736 -0.0993 0.9588
```

Results
* 2S+1: 2
* HOMO level (alpha / beta): -16.55 / -15.24 eV
* expectation value of S²: 0.75
* charge: +1

---

[10]
2 unconnected molecules or ions with the total composition C4H12 at a distorted geometry, computed with wB97M-V/def2-TZVPD.

```
16
Properties=species:S:1:pos:R:3
C -0.9081 1.2920 1.4136
C -1.5844 1.2839 0.0643
H -1.5139 1.4434 2.3211
H -0.6654 0.2295 1.6104
H -0.0816 2.0006 1.2891
H -1.0810 0.8070 -0.8320
H -1.6185 2.3390 -0.2099
H -2.4514 0.6101 0.1214
C 1.0696 -0.5867 -0.4493
C 1.5059 -1.9293 -0.9827
H 1.4712 0.2841 -0.9815
H -0.0316 -0.5128 -0.6849
H 1.1229 -0.4215 0.6314
H 1.2978 -1.9970 -2.0482
H 0.9070 -2.6995 -0.5076
H 2.5615 -2.1428 -0.7552
```

Results
* 2S+1: 2
* HOMO level (alpha / beta): -16.34 / -15.95 eV
* expectation value of S²: 0.75
* charge: +1

---

[11]
2 unconnected molecules or ions with the total composition C4H12 at a distorted geometry, computed with wB97M-V/def2-TZVPD.

```
16
Properties=species:S:1:pos:R:3
C -1.2099 -0.8328 -1.1922
C -0.4571 -1.3946 -2.4053
H -0.7649 -1.3348 -0.3136
H -1.1964 0.2415 -1.1447
H -2.2487 -1.1142 -1.2916
H -0.6257 -2.4124 -2.3748
H 0.5988 -1.2647 -2.2088
H -0.7351 -0.9702 -3.3632
C 0.5480 1.5914 1.2494
C 1.1403 0.6555 2.3417
H -0.5240 1.1950 1.1124
H 0.4252 2.5461 1.6001
H 1.1673 1.4400 0.3145
H 2.0850 1.1530 2.4368
H 0.4834 0.7325 3.3507
H 1.2070 -0.3281 1.9203
```

Results
* 2S+1: 2
* HOMO level (alpha / beta): -16.10 / -15.40 eV
* expectation value of S²: 0.75
* charge: +1

---

[12]
2 unconnected molecules or ions with the total composition C4H12 at a distorted geometry, computed with wB97M-V/def2-TZVPD.

```
16
Properties=species:S:1:pos:R:3
C -1.1511 -2.5396 -0.6968
C -1.5874 -1.1428 -0.3908
H -0.1727 -2.7314 -0.2749
H -1.8866 -3.2796 -0.3817
H -1.2626 -2.7677 -1.7826
H -2.6282 -0.8667 -0.5460
H -1.0375 -0.3806 -0.9619
H -1.2923 -0.7921 0.6408
C 1.5058 2.4938 0.2169
C 1.2258 1.1753 0.8456
H 1.4558 2.4749 -0.8655
H 1.0557 3.3158 0.7685
H 2.6099 2.6446 0.3691
H 0.2378 1.2065 1.4109
H 1.8005 1.0141 1.7993
H 1.2203 0.3151 0.1928
```

Results
* 2S+1: 2
* HOMO level (alpha / beta): -15.75 / -14.57 eV
* expectation value of S²: 0.75
* charge: +1

---

[13]
A molecular structure, C4H12BF4O4Tl at a distorted geometry, computed with wB97M-V/def2-TZVPD.

```
26
Properties=species:S:1:pos:R:3
Tl -0.5998 -0.5431 -1.0717
B -0.5037 0.2004 2.0375
F -1.7364 -0.1470 1.3869
F -0.7032 0.9594 3.1531
F 0.2642 -0.9533 2.3005
F 0.2189 0.9774 1.0192
C 1.3988 2.5733 -0.5472
C 2.3059 3.7766 -1.0253
O 1.5747 4.7090 -1.7155
O 0.8005 1.9352 -1.6425
H 0.5822 2.8905 0.1062
H 2.0224 1.9177 0.0954
H 3.2139 3.4022 -1.5046
H 2.6757 4.2728 -0.1037
H 1.1041 5.2975 -1.0963
H 1.2389 2.2439 -2.4632
C -0.9752 -3.6079 0.7561
C -1.9523 -3.6550 -0.3804
O -2.2258 -2.3423 -0.7679
O 0.0448 -2.7980 0.3978
H -0.6615 -4.6152 1.0696
H -1.5116 -3.1121 1.6044
H -2.8187 -4.2857 -0.1655
H -1.4174 -4.1819 -1.2059
H -2.9826 -2.3520 -1.3848
H 0.6431 -2.5625 1.1478
```

Results
* 2S+1: 1
* HOMO level: -17.63 eV
* charge: +2

---

Number 1: energy -4341.7756 eV. Number 2: energy -4341.5143 eV. Number 3: energy -4342.0150 eV. Number 4: energy -4342.2420 eV. Number 5: energy -4342.2282 eV. Number 6: energy -4342.4009 eV. Number 7: energy -4341.3004 eV. Number 8: energy -4341.9739 eV. Number 9: energy -4330.7620 eV. Number 10: energy -4330.9290 eV. Number 11: energy -4330.1209 eV. Number 12: energy -4330.6218 eV. Number 13: energy -28753.4801 eV.